{"formula": "C31H62BN7O5", "method": "wB97M-V/def2-TZVPD", "symbols": ["C", "C", "O", "C", "N", "C", "C", "O", "C", "C", "N", "C", "C", "N", "C", "C", "N", "B", "O", "N", "C", "C", "H", "H", "H", "H", "H", "H", "H", "H", "H", "H", "H", "H", "H", "H", "H", "H", "H", "H", "H", "H", "H", "H", "H", "H", "H", "H", "C", "C", "C", "C", "C", "C", "N", "O", "C", "C", "C", "H", "H", "H", "H", "H", "H", "H", "H", "H", "H", "H", "H", "H", "H", "H", "H", "H", "H", "C", "C", "C", "C", "C", "C", "N", "O", "C", "C", "C", "H", "H", "H", "H", "H", "H", "H", "H", "H", "H", "H", "H", "H", "H", "H", "H", "H", "H"], "coordinates": [[-3.861, 2.381, -2.853], [-2.996, 1.830, -1.733], [-2.948, 2.821, -0.713], [-1.564, 1.447, -2.223], [-0.553, 1.767, -1.207], [0.607, 0.875, -1.200], [1.073, 0.439, 0.225], [0.236, 0.898, 1.272], [0.668, 1.994, 2.044], [-0.579, 2.632, 2.543], [-1.511, 3.184, 2.932], [1.421, 3.103, 1.259], [2.948, 3.118, 1.322], [3.432, 4.032, 0.270], [1.449, 1.536, 3.333], [2.502, 0.579, 3.030], [3.335, -0.184, 2.791], [0.494, 0.962, 4.520], [0.639, 1.537, 5.764], [-0.504, -0.023, 4.298], [-1.200, -0.428, 5.529], [-0.038, -1.213, 3.552], [-4.124, 1.662, -3.631], [-3.402, 3.262, -3.309], [-4.798, 2.708, -2.400], [-3.450, 0.948, -1.283], [-2.621, 3.638, -1.107], [-1.387, 2.043, -3.129], [-1.508, 0.399, -2.511], [-0.211, 2.691, -1.426], [1.470, 1.316, -1.713], [0.376, -0.032, -1.758], [2.119, 0.688, 0.389], [1.021, -0.651, 0.271], [1.086, 4.064, 1.650], [1.115, 3.084, 0.217], [3.381, 2.122, 1.222], [3.283, 3.523, 2.278], [4.446, 4.035, 0.266], [3.163, 3.644, -0.629], [1.932, 2.429, 3.738], [1.546, 1.788, 5.962], [-0.524, -0.888, 6.255], [-1.704, 0.422, 5.981], [-1.961, -1.170, 5.282], [-0.015, -1.010, 2.485], [-0.691, -2.060, 3.745], [0.972, -1.521, 3.840], [0.565, 2.291, -6.508], [-0.772, 2.974, -6.858], [-0.847, 3.248, -8.359], [0.092, 4.369, -8.807], [-0.133, 5.642, -7.989], [-0.090, 5.422, -6.474], [-0.954, 4.256, -6.107], [-2.198, 4.589, -6.018], [1.357, 5.220, -5.995], [-0.620, 6.658, -5.757], [-1.869, 2.011, -6.431], [0.494, 1.228, -6.734], [1.412, 2.669, -7.074], [0.787, 2.389, -5.444], [-1.874, 3.521, -8.619], [-0.620, 2.324, -8.896], [1.135, 4.051, -8.734], [-0.084, 4.584, -9.862], [0.617, 6.392, -8.249], [-1.106, 6.066, -8.257], [1.374, 4.919, -4.947], [1.899, 6.162, -6.080], [1.914, 4.488, -6.572], [-1.604, 6.948, -6.115], [0.063, 7.489, -5.934], [-0.685, 6.489, -4.682], [-1.814, 1.815, -5.359], [-1.752, 1.062, -6.954], [-2.866, 2.384, -6.655], [2.084, -6.614, 4.027], [1.320, -6.014, 5.223], [1.284, -7.006, 6.385], [0.369, -8.202, 6.123], [-1.038, -7.748, 5.731], [-1.065, -6.732, 4.587], [-0.083, -5.636, 4.857], [-0.565, -4.752, 5.664], [-0.780, -7.420, 3.241], [-2.455, -6.116, 4.479], [2.068, -4.749, 5.625], [3.155, -6.505, 4.195], [1.903, -7.676, 3.879], [1.840, -6.088, 3.104], [0.940, -6.486, 7.285], [2.303, -7.345, 6.586], [0.790, -8.847, 5.347], [0.311, -8.815, 7.024], [-1.643, -8.610, 5.442], [-1.521, -7.305, 6.608], [-0.655, -6.678, 2.451], [-1.627, -8.053, 2.974], [0.096, -8.061, 3.251], [-2.792, -5.700, 5.424], [-3.162, -6.890, 4.177], [-2.474, -5.323, 3.730], [2.099, -4.038, 4.797], [3.092, -5.013, 5.888], [1.614, -4.257, 6.481]], "lowdin_charge": [-0.06, -0.41, -0.05, -0.16, -0.05, -0.17, -0.16, -0.09, -0.40, -0.13, 0.22, -0.09, -0.27, 0.00, -0.09, -0.22, 0.19, -0.59, 0.16, -0.05, -0.06, -0.04, 0.08, 0.08, 0.08, 0.14, 0.09, 0.10, 0.12, 0.10, 0.11, 0.10, 0.10, 0.12, 0.13, 0.10, 0.09, 0.12, 0.07, 0.06, 0.15, 0.11, 0.09, 0.09, 0.09, 0.07, 0.08, 0.08, -0.03, -0.49, -0.13, -0.17, -0.13, -0.49, -0.10, -0.03, -0.03, -0.04, -0.04, 0.09, 0.06, 0.09, 0.13, 0.13, 0.10, 0.11, 0.12, 0.12, 0.09, 0.09, 0.06, 0.08, 0.09, 0.09, 0.07, 0.09, 0.08, -0.03, -0.49, -0.13, -0.17, -0.13, -0.49, -0.10, -0.03, -0.03, -0.04, -0.04, 0.09, 0.06, 0.09, 0.13, 0.13, 0.10, 0.11, 0.12, 0.12, 0.09, 0.09, 0.06, 0.08, 0.09, 0.09, 0.09, 0.09, 0.08], "e_above_lowest_kj_mol": 0.0, "mol_weight_g_mol": 623.7, "multiplicity": 3, "lumo_ev": [0.280, 0.163], "s_squared": 2.01, "gap_ev": [8.57, 9.10]}